Record 1
Formula: C40H62BClIN2O34PS7
Source: OMol25
Level of theory: ωB97M-V with the def2-TZVPD basis set

Geometry (Å):
C 9.94345 0.92922 1.67992
O 8.49415 1.18718 1.72278
C 7.94812 0.18045 2.63989
C 6.33516 0.31758 2.83741
C 5.85603 1.10826 4.12501
C 6.86897 1.74964 5.20922
C 7.40746 0.68134 6.29918
C 6.28542 -0.33344 6.86774
I 7.31157 -1.98779 7.93620
C 4.29011 1.23560 4.37452
C 3.74809 2.04459 5.67873
C 3.53265 3.62659 5.30518
O 2.41339 3.97843 4.77683
O 4.56385 4.61876 5.60840
C 5.17529 5.09645 4.36492
C 4.38041 5.88934 3.20920
O 6.42911 4.85078 4.21341
C 3.33304 0.55514 3.31834
C 3.76553 -0.20903 2.00485
C 5.35125 -0.33970 1.75389
P 6.11075 -1.26051 0.27473
N 5.36167 -1.02596 -1.12836
N 2.86954 -0.85011 1.00508
C 2.66236 -2.28220 1.40791
O 3.28149 -3.09597 0.34268
C 3.69451 -4.39385 0.85458
C 1.59180 -0.11329 0.79803
C 0.77168 0.63998 1.91977
C -0.58844 1.41224 1.71001
C -1.16721 1.41706 0.20932
Cl -2.73665 2.38619 -0.00196
C -0.43374 0.66426 -1.00582
C -1.07123 0.72369 -2.51440
O -2.49818 0.45744 -2.51436
C -3.21439 1.23539 -3.50477
O -4.34718 1.89596 -2.82276
C -5.48685 0.98512 -2.72760
C -6.51191 1.64778 -1.62461
O -6.73171 0.64160 -0.55899
C 0.94223 -0.09234 -0.67685
B 1.82475 -0.87444 -1.83399
O 2.78036 -0.09449 -2.63806
O 1.66046 -2.29203 -2.06766
C 2.44558 -2.76136 -3.20520
S 1.48194 0.65947 3.65146
H 10.39118 1.75239 0.98430
H 10.38389 0.97691 2.74704
H 10.18747 -0.08058 1.15864
H 8.19846 -0.85979 2.17653
H 8.51332 0.22790 3.66151
H 6.41718 2.69039 5.71651
H 7.79867 2.11570 4.60062
H 7.89783 1.18883 7.22582
H 8.25921 0.05552 5.80752
H 5.62442 0.18949 7.66218
H 5.65694 -0.84799 6.04780
H 2.75004 1.59291 6.03411
H 4.49388 1.95084 6.56159
H 3.87402 5.12065 2.48669
H 3.55319 6.60395 3.62140
H 5.07688 6.53175 2.52554
H 6.18624 -2.66567 0.66301
H 7.48027 -0.78758 0.12865
H 4.55807 -0.40347 -0.93082
H 1.56826 -2.57617 1.61268
H 3.30856 -2.49108 2.36323
H 4.82993 -4.45480 1.11377
H 3.09385 -4.64719 1.80553
H 3.50406 -5.19709 0.03607
H -1.16611 1.98069 2.54403
H -0.78667 1.78733 -2.90676
H -0.57991 -0.02393 -3.23946
H -3.70817 0.59960 -4.34742
H -2.61363 2.08494 -3.99396
H -6.02037 0.87970 -3.75707
H -5.15350 -0.02265 -2.27648
H -5.99023 2.55643 -1.12839
H -7.50033 2.00233 -2.11666
H -6.51503 1.05072 0.32834
H 2.56859 0.86072 -2.46097
H 1.90471 -2.40498 -4.16714
H 2.38318 -3.92079 -3.20586
H 3.56401 -2.49131 -3.16587
O -1.90075 3.42667 -5.91228
S -3.05005 3.57935 -6.76038
O -3.18355 2.90863 -8.02187
O -3.30401 5.16777 -6.98782
C -4.61306 5.50986 -6.53084
C -4.93082 4.51111 -5.42581
O -4.37840 3.27537 -5.87357
H -5.30629 5.40256 -7.37078
H -4.63363 6.54127 -6.17319
H -6.00277 4.41224 -5.24921
H -4.43243 4.78515 -4.49086
O -1.70863 6.25578 -6.82536
S -0.33459 6.15654 -7.24084
O 0.61052 5.28456 -6.60670
O 0.29361 7.65727 -7.28824
C 0.76743 7.93507 -8.60510
C -0.10298 7.09767 -9.53300
O -0.30765 5.86709 -8.84059
H 1.81557 7.62661 -8.66233
H 0.69154 9.00255 -8.82009
H 0.36985 6.92120 -10.50011
H -1.08038 7.56570 -9.68628
O -8.27012 0.18231 -1.48621
S -8.90432 -0.29601 -2.69307
O -9.41743 0.58396 -3.70724
O -10.07612 -1.34518 -2.27337
C -9.82213 -2.61252 -2.87913
C -8.30979 -2.68882 -3.03813
O -7.90683 -1.36702 -3.40042
H -10.32276 -2.63184 -3.85199
H -10.21194 -3.41878 -2.25466
H -8.00767 -3.40674 -3.80089
H -7.82548 -2.94151 -2.08949
O -0.23389 -1.49649 6.21642
S -1.38493 -1.34177 5.37200
O -1.52225 -2.00921 4.11069
O -1.63881 0.24809 5.14770
C -2.94544 0.59251 5.60760
C -3.26187 -0.40735 6.71170
O -2.71206 -1.64442 6.26119
H -3.64037 0.48763 4.76912
H -2.96366 1.62310 5.96671
H -4.33358 -0.50456 6.89045
H -2.76079 -0.13519 7.64585
O 3.58889 -7.31151 4.87319
S 4.75808 -6.51974 5.13180
O 5.56567 -5.95819 4.08768
O 5.72112 -7.35296 6.14169
C 5.94264 -6.59016 7.32788
C 4.70222 -5.72205 7.48756
O 4.34986 -5.33018 6.16155
H 6.83630 -5.97732 7.17691
H 6.09658 -7.25095 8.18286
H 4.88483 -4.84650 8.11234
H 3.86866 -6.29721 7.90244
O -8.72417 -5.00958 -4.63821
S -9.47752 -6.05420 -3.99850
O -9.32555 -6.38868 -2.61250
O -9.31396 -7.40861 -4.88003
C -10.60010 -7.86104 -5.30378
C -11.45814 -6.60696 -5.39883
O -11.05458 -5.79694 -4.29530
H -10.98683 -8.54745 -4.54481
H -10.52482 -8.38266 -6.25949
H -12.52505 -6.82750 -5.34509
H -11.24738 -6.05352 -6.31906

Computed properties:
highest occupied orbital energy = -7.64 eV
max |F| = 0.146 Eh/bohr
orbital gap = 7.263 eV
SMILES string = COCc1c(CCCI)c(CC(=O)OC(C)=O)c2c(c1[PH2]=N)N(COC)c1c(cc(Cl)c(COCOCCO)c1B(O)OC)S2.O=S1(=O)OCCO1.O=S1(=O)OCCO1.O=S1(=O)OCCO1.O=S1(=O)OCCO1.O=S1(=O)OCCO1.O=S1(=O)OCCO1

=====

Record 2
Formula: C4H7N3O2
Source: OMol25
Level of theory: ωB97M-V with the def2-TZVPD basis set

Geometry (Å):
C 0.77482 -0.12402 -0.11649
C -1.03516 1.15976 -0.02007
C 1.93328 0.59142 -0.07305
C -2.38790 0.58207 -0.07599
N -0.46342 -2.03355 -0.01436
N 0.62763 -1.40218 -0.07593
N 3.14439 -0.01708 -0.06910
O 1.96101 1.91740 -0.05721
O -0.72640 2.33131 0.02000
H -3.11406 1.34743 -0.36488
H -2.41068 -0.26366 -0.75490
H -2.62874 0.21428 0.92042
H -0.27110 -3.04146 0.01205
H 3.16040 -1.01451 0.05565
H 3.97631 0.52018 0.10005
H 1.03717 2.27051 -0.05526

Computed properties:
highest occupied orbital energy = -7.78 eV
max |F| = 0.104 Eh/bohr
ΔE to the lowest compared entry with this formula, charge and spin = 98.36 kcal per mole
orbital gap = 8.606 eV

=====

Record 3
Formula: C10H11BrN2O2
Source: OMol25
Level of theory: ωB97M-V with the def2-TZVPD basis set

Geometry (Å):
C -1.23825 0.03367 0.61525
C 0.61295 -0.73385 2.15509
C -2.06149 -0.21065 1.82168
C -0.26861 -0.82752 3.19887
C 0.21868 -0.25982 0.87600
C -1.64788 -0.54682 3.02680
C 0.44345 0.33095 -1.48432
C 2.34573 -0.88163 -0.40194
C 0.97783 0.88821 -3.76214
C 1.00808 -0.22969 -0.28625
N -1.59528 1.40947 0.17801
N -1.64059 1.63214 -1.15359
O -0.64143 1.03340 -1.80544
O 1.22472 0.05536 -2.56135
Br -2.95262 -0.72087 4.43463
H -1.59530 -0.58878 -0.10314
H 1.60844 -1.16336 2.32330
H -3.07526 0.02041 1.64950
H -0.00971 -1.24632 4.06748
H 2.71927 -0.65487 0.57705
H 3.04568 -0.25613 -1.11641
H 2.23248 -1.96655 -0.67722
H 0.18285 0.43689 -4.23429
H 1.83053 0.88255 -4.46297
H 0.70789 1.81695 -3.55576
H -2.43214 1.74686 0.68114

Computed properties:
highest occupied orbital energy (alpha / beta) = -6.75 / -7.68 eV
max |F| = 0.090 Eh/bohr
ΔE to the lowest compared entry with this formula, charge and spin = 173.20 kcal per mole
orbital gap (alpha / beta) = 6.984 / 7.121 eV

=====

Record 4
Formula: C5H12N
Source: OMol25
Level of theory: ωB97M-V with the def2-TZVPD basis set

Geometry (Å):
C -2.44454 0.09443 -1.04745
C -1.16479 0.58708 -0.34270
C 0.03446 0.15014 -0.88893
C 1.50169 0.38372 -0.57920
C 1.74673 0.11321 0.89490
N 0.67791 -0.82003 1.43698
H -3.14383 -0.33287 -0.25478
H -3.04319 0.93733 -1.64330
H -2.07241 -0.66060 -1.76114
H -1.36836 1.42505 0.29200
H -0.08964 -0.40475 -1.82087
H 1.91051 1.39247 -0.77366
H 2.18117 -0.20819 -1.23392
H 2.60353 -0.44067 1.13144
H 1.70297 0.95514 1.67981
H 0.80273 -1.11328 2.44131
H -0.17102 -0.31007 1.55602
H 0.33608 -1.74812 0.91350

Computed properties:
charge = +1
highest occupied orbital energy = -13.44 eV
max |F| = 0.074 Eh/bohr
ΔE to the lowest compared entry with this formula, charge and spin = 55.76 kcal per mole
orbital gap = 9.799 eV
SMILES string = C/C=C/CC[NH3+]

=====

Record 5
Formula: C25H50N3O6
Source: OMol25
Level of theory: ωB97M-V with the def2-TZVPD basis set

Geometry (Å):
C -2.33014 -2.86566 3.50161
C -2.31771 -1.42789 2.81373
O -3.55749 -1.05392 2.15741
C -4.43705 -0.39235 3.06607
O -4.16168 0.65225 3.66587
C -5.85447 -1.06616 3.27754
C -6.97936 -0.08008 3.84550
C -8.43217 -0.56688 3.32701
N -8.84333 -1.89508 3.88144
C -8.48472 -3.11392 3.11674
C -9.49924 -3.21031 1.83250
N -10.52420 -2.21973 2.33033
C -10.33553 -1.92977 3.75710
N -11.24940 -1.78062 4.73636
H -1.24674 -3.06710 3.83403
H -2.95569 -2.91642 4.45176
H -2.59898 -3.72232 2.79995
H -1.48217 -1.43222 2.00954
H -1.98048 -0.68476 3.61529
H -5.83136 -1.97151 3.98609
H -6.25337 -1.46533 2.27429
H -6.99857 -0.04523 4.97883
H -6.82089 0.99779 3.48218
H -8.50984 -0.54515 2.17686
H -9.22470 0.19151 3.68674
H -7.41161 -3.28444 2.80006
H -8.73802 -3.95820 3.83331
H -8.93946 -2.94906 0.88165
H -9.87577 -4.28408 1.95739
H -10.45783 -1.42863 1.67576
H -11.53902 -2.64350 5.22848
H -11.63824 -0.88389 5.04179
C 2.26925 -0.63693 -0.83182
C 1.14298 -1.21316 -1.66099
C 0.51447 -2.20110 -0.69782
O 0.71371 -1.67724 0.62367
C 1.65082 -0.59156 0.55158
H 2.61353 0.33926 -1.17606
H 3.12263 -1.32256 -0.83770
H 0.42433 -0.42479 -1.90903
H 1.47473 -1.67653 -2.59030
H 1.00938 -3.17673 -0.74971
H -0.55394 -2.34246 -0.87953
H 1.09611 0.34050 0.70784
H 2.39267 -0.69257 1.34636
C 2.83060 1.77429 -5.14507
C 4.01814 1.00567 -5.68094
C 4.02980 -0.21932 -4.78859
O 2.66735 -0.47399 -4.41463
C 1.86891 0.65806 -4.78588
H 2.40976 2.48595 -5.85714
H 3.12039 2.32308 -4.24302
H 3.83080 0.71012 -6.71884
H 4.95436 1.56483 -5.64896
H 4.60095 -0.03775 -3.87178
H 4.44346 -1.09834 -5.28808
H 1.25728 0.36861 -5.64756
H 1.20412 0.92529 -3.96096
C 4.61486 1.36189 4.43088
C 3.34504 2.14295 4.17314
C 3.49783 2.51902 2.71220
O 4.25740 1.47290 2.09092
C 4.80858 0.63362 3.11531
H 4.54988 0.68682 5.28559
H 5.44709 2.05215 4.60221
H 2.47538 1.49027 4.30213
H 3.22114 3.00890 4.82527
H 4.05816 3.45309 2.59862
H 2.53666 2.62563 2.20389
H 4.26020 -0.31506 3.10272
H 5.85937 0.43118 2.89799
C 9.25255 2.98349 -5.44340
C 8.67877 3.20233 -6.82637
C 7.29784 2.59030 -6.69496
O 6.89602 2.76110 -5.32794
C 8.03458 3.18077 -4.56230
H 10.07140 3.66032 -5.19513
H 9.61801 1.95557 -5.35152
H 8.59452 4.27508 -7.02751
H 9.27031 2.75126 -7.62444
H 7.31739 1.51580 -6.90727
H 6.56549 3.06211 -7.35408
H 7.89625 4.23706 -4.30774
H 8.08768 2.60363 -3.63677

Computed properties:
charge = +1
highest occupied orbital energy = -10.36 eV
max |F| = 0.104 Eh/bohr
ΔE to the lowest compared entry with this formula, charge and spin = 77.79 kcal per mole
orbital gap = 3.915 eV